# 1
Computed, not measured: C48H49F2MoN5O10PSSi as an isolated structure, with wB97M-V/def2-TZVPD.

Output
Multiplicity: 3
Total charge: -1
Expectation value of S²: 2.013
Kohn-Sham gap (alpha / beta): 5.983 / 7.389 eV
HOMO energy (alpha / beta): -4.64 / -6.07 eV
Energy relative to the best compared isomer or geometry (same formula, charge and spin): 71.8 kcal/mol

Last column: Löwdin spin population.
Element x y z (Å)
Mo1 0.077698 -0.179396 -0.131510  1.483
F1 -2.410934 -5.135851 -0.218628  0.002
C1 -1.661389 -4.247553 0.466046  0.007
C2 -1.307220 -3.053746 -0.117194  0.014
C3 -0.581393 -2.091499 0.587792  0.027
C4 -0.169538 -2.424806 1.897909  0.003
C5 -0.525939 -3.658929 2.441849  0.003
F2 -0.127688 -4.019427 3.690241  0.000
C6 -1.279428 -4.580133 1.754474  0.002
C7 0.657867 -1.414691 2.546657  0.035
C8 1.014515 -1.429777 3.895405  -0.004
C9 1.844615 -0.462084 4.417060  0.037
C10 2.336251 0.503346 3.544489  -0.003
C11 1.937159 0.482591 2.233074  0.032
N1 1.070654 -0.412089 1.704404  0.005
H1 -1.610358 -2.868821 -1.140438  0.001
H2 -1.556432 -5.519792 2.210296  0.000
H3 0.628947 -2.207346 4.533735  -0.001
H4 2.110133 -0.457615 5.465141  0.002
H5 3.027644 1.263633 3.879552  -0.001
H6 2.338927 1.216145 1.557788  0.001
O1 -2.205546 2.175666 -0.760515  0.007
S1 -1.390912 1.739332 -1.967446  0.007
O2 -0.176947 2.504437 -2.045888  0.005
O3 -1.083191 0.255628 -1.673444  0.067
O4 -2.167393 1.812024 -3.182164  0.001
O5 -1.419830 0.554563 0.845692  0.036
P1 -2.943470 0.631565 0.439154  0.008
N2 -3.678553 1.756890 1.423184  0.000
C12 -3.277282 3.160666 1.606987  0.000
C13 -4.510391 3.843548 2.207064  0.000
C14 -5.675794 2.999247 1.691023  0.000
C15 -5.095103 1.590572 1.752541  0.000
N3 -3.988716 0.230887 -0.838160  0.003
C16 -4.743354 1.289580 -1.549759  0.000
C17 -5.536152 0.501365 -2.583575  0.000
C18 -4.477687 -0.489408 -3.067355  0.000
C19 -3.829165 -0.925808 -1.752941  0.000
N4 -3.341636 -0.799020 1.315650  0.001
C20 -4.496014 -1.673065 1.130279  0.000
C21 -5.040573 -1.964082 2.528856  0.000
C22 -3.780837 -1.904907 3.392060  0.000
C23 -2.952343 -0.803284 2.733111  0.001
H7 -2.984626 3.602073 0.655915  0.000
H8 -2.422999 3.217436 2.288174  0.000
H9 -4.569893 4.888059 1.904786  0.000
H10 -4.479833 3.799685 3.298097  0.000
H11 -5.908841 3.279664 0.662360  0.000
H12 -6.577742 3.095490 2.295510  0.000
H13 -5.580739 0.890822 1.072893  0.000
H14 -5.193282 1.204260 2.777126  0.000
H15 -4.089156 1.984958 -2.054231  0.000
H16 -5.368497 1.842219 -0.846544  0.000
H17 -5.923285 1.155062 -3.364820  0.000
H18 -6.368013 -0.029833 -2.109727  0.000
H19 -3.740945 0.039699 -3.666425  0.000
H20 -4.876548 -1.336643 -3.625658  0.000
H21 -2.789016 -1.197101 -1.885976  0.000
H22 -4.370931 -1.785167 -1.342623  0.000
H23 -4.175333 -2.616440 0.667332  0.000
H24 -5.249157 -1.220191 0.486692  0.000
H25 -5.535130 -2.935382 2.569941  0.000
H26 -5.758990 -1.199638 2.834069  0.000
H27 -3.247020 -2.856395 3.335537  0.000
H28 -3.990205 -1.684802 4.439571  0.000
H29 -1.884044 -0.975679 2.849974  0.000
H30 -3.166927 0.172504 3.186979  0.000
O6 0.992154 -1.309991 -1.315238  0.082
Si1 1.651538 -2.225952 -2.463137  0.016
C24 1.235785 -4.033899 -2.042683  0.001
C25 0.240062 -4.745825 -2.713408  0.000
C26 -0.072295 -6.051718 -2.365319  0.000
C27 0.611016 -6.677896 -1.333754  0.000
C28 1.598820 -5.985255 -0.647868  0.000
C29 1.903838 -4.679724 -1.001348  0.000
C30 1.092600 -1.907326 -4.235088  0.004
C31 1.331992 -2.853393 -5.236282  0.000
C32 0.885620 -2.653303 -6.533360  0.000
C33 0.182084 -1.499369 -6.854321  0.000
C34 -0.055210 -0.546088 -5.875648  0.000
C35 0.406014 -0.744754 -4.581584  0.001
C36 3.509505 -1.943952 -2.257146  0.001
C37 3.984130 -1.575644 -0.996364  0.000
C38 5.330186 -1.318319 -0.790458  0.000
C39 6.221674 -1.395559 -1.850753  0.000
C40 5.765489 -1.745310 -3.112895  0.000
C41 4.420678 -2.024931 -3.308641  0.000
H31 -0.296974 -4.269233 -3.526523  0.000
H32 -0.850039 -6.583612 -2.899707  0.000
H33 0.378130 -7.700980 -1.065108  0.000
H34 2.138419 -6.469599 0.157364  0.000
H35 2.682458 -4.148544 -0.463676  0.000
H36 1.869212 -3.763851 -4.988974  0.000
H37 1.082032 -3.400244 -7.293586  0.000
H38 -0.174481 -1.346475 -7.865791  0.000
H39 -0.604224 0.359599 -6.101505  0.000
H40 0.215573 0.010811 -3.838556  0.001
H41 3.274769 -1.472685 -0.182313  0.000
H42 5.684225 -1.039852 0.194843  0.000
H43 7.270026 -1.172925 -1.693407  0.000
H44 6.456813 -1.786347 -3.946087  0.000
H45 4.064622 -2.288997 -4.298778  0.000
O7 3.158400 1.961425 -1.158049  0.048
C42 2.087380 2.135300 -0.620562  0.020
O8 1.222148 1.165237 -0.432543  0.039
C43 1.669709 3.441706 -0.040662  -0.001
C44 2.403521 4.585987 -0.352522  0.001
C45 2.060576 5.807277 0.182494  -0.001
C46 0.976951 5.895918 1.052635  0.002
C47 0.232870 4.760921 1.367844  0.000
C48 0.572645 3.544676 0.819993  0.002
N5 0.608893 7.164476 1.615723  0.000
O9 1.263084 8.148296 1.314752  0.001
O10 -0.341987 7.212293 2.376977  0.000
H46 3.237376 4.480651 -1.032929  0.000
H47 2.608663 6.706822 -0.055835  0.000
H48 -0.604183 4.867275 2.041736  0.000
H49 -0.015348 2.667082 1.050569  0.000

Atoms 1-3, force components in eV/Å:
Mo -1.7446 -3.2294 1.1201
F -0.0439 -0.0481 -0.0270
C 0.1458 0.2093 0.0343


# 2
Computed, not measured: C48H50BCsN8O5Se as an isolated structure, with wB97M-V/def2-TZVPD.

Output
Multiplicity: 1
Total charge: -2
Kohn-Sham gap: 3.719 eV
HOMO energy: -0.16 eV
Energy relative to the best compared isomer or geometry (same formula, charge and spin): 17.1 kcal/mol

Last column: Löwdin charge in e.
Element x y z (Å)
Cs1 0.710417 -0.193737 -1.251404  1.003
C1 -3.019542 0.699577 -1.650196  -0.074
O1 -2.293452 -0.349428 -2.275444  -0.152
C2 -2.906045 -1.106175 -3.218547  -0.222
C3 -4.198245 -0.878711 -3.667803  -0.040
C4 -4.733938 -1.644266 -4.704422  -0.127
C5 -3.981911 -2.653034 -5.279812  -0.130
C6 -2.687559 -2.893800 -4.822769  -0.039
C7 -2.120362 -2.125088 -3.810080  -0.185
N1 -0.836341 -2.317010 -3.284728  0.032
N2 -0.012824 -2.861832 -4.057110  0.067
C8 1.214061 -3.200201 -3.561204  -0.157
C9 1.565567 -3.157672 -2.154149  -0.462
O2 0.754049 -2.906950 -1.237557  -0.266
C10 2.960723 -3.438083 -1.828274  -0.007
C11 3.864243 -3.806708 -2.746539  -0.032
C12 3.515616 -3.938587 -4.140843  -0.179
C13 4.463535 -4.347218 -5.093446  -0.066
C14 4.144161 -4.446155 -6.428694  -0.131
C15 2.845352 -4.111402 -6.841821  -0.121
C16 1.901845 -3.702447 -5.927576  -0.045
C17 2.200691 -3.617646 -4.545859  -0.107
H1 -3.407995 1.409364 -2.385096  0.100
H2 -2.313103 1.222133 -1.007387  0.045
H3 -3.849171 0.321517 -1.041644  0.090
H4 -4.796734 -0.093909 -3.221339  0.100
H5 -5.747439 -1.453071 -5.038849  0.090
H6 -4.398124 -3.259633 -6.077118  0.087
H7 -2.071281 -3.675149 -5.253779  0.097
H8 3.232087 -3.324500 -0.784039  0.114
H9 4.893603 -3.992390 -2.451766  0.108
H10 5.466721 -4.583441 -4.752124  0.099
H11 4.884829 -4.767374 -7.151485  0.080
H12 2.589393 -4.165005 -7.895123  0.085
H13 0.905104 -3.426113 -6.248680  0.092
C18 -3.253133 4.824484 0.241579  -0.069
C19 -2.575971 3.497069 0.438152  -0.314
N3 -1.447018 3.200086 -0.121996  0.046
N4 -0.833859 4.143798 -0.816206  0.025
C20 0.112613 3.644207 -1.634891  -0.482
O3 0.194219 2.485737 -2.059923  -0.176
C21 1.112361 4.662590 -2.135207  -0.135
C22 2.357037 4.197131 -2.554966  -0.009
C23 3.312546 5.083936 -3.034972  -0.087
C24 3.029637 6.444025 -3.113632  -0.124
C25 1.787614 6.913318 -2.695577  -0.116
C26 0.836179 6.027390 -2.201840  -0.050
C27 -3.222464 2.469267 1.281479  -0.230
C28 -4.529409 2.664049 1.765177  -0.041
C29 -5.129520 1.691488 2.547759  -0.096
C30 -4.431956 0.531989 2.852592  -0.116
C31 -3.143153 0.411716 2.335841  -0.170
N5 -2.554681 1.334615 1.582622  0.134
H14 -2.537731 5.504461 -0.217964  0.048
H15 -3.593707 5.250543 1.192436  0.065
H16 -4.122328 4.742157 -0.424401  0.073
H17 2.565991 3.132153 -2.482526  0.115
H18 4.281674 4.713002 -3.349434  0.097
H19 3.770979 7.136257 -3.500057  0.084
H20 1.562407 7.973557 -2.754019  0.084
H21 -0.131500 6.374949 -1.862674  0.094
H22 -5.067955 3.571922 1.520306  0.089
H23 -6.137094 1.838960 2.920381  0.094
H24 -4.853169 -0.238194 3.490086  0.093
H25 -2.552012 -0.480287 2.540443  0.034
C32 4.472766 1.439835 2.186566  -0.036
C33 5.270379 1.421302 0.882509  -0.521
C34 6.192744 2.627370 0.853060  -0.035
O4 4.323728 1.530126 -0.199043  -0.052
B1 4.083871 0.269003 -0.823310  -0.492
O5 5.053968 -0.622541 -0.266597  -0.054
C35 5.974394 0.064459 0.609430  -0.522
C36 6.203350 -0.793080 1.844695  -0.033
C37 7.293469 0.215119 -0.143088  -0.040
H26 3.886276 2.360600 2.213308  0.090
H27 5.124570 1.405033 3.069346  0.077
H28 3.769841 0.606639 2.215964  0.073
H29 5.599451 3.528028 1.030958  0.085
H30 6.677870 2.731282 -0.117569  0.078
H31 6.962325 2.555380 1.634035  0.082
H32 5.255192 -1.037262 2.325618  0.077
H33 6.855344 -0.284893 2.569132  0.083
H34 6.679883 -1.729983 1.542342  0.081
H35 7.137490 0.784725 -1.059927  0.089
H36 7.644250 -0.781083 -0.423385  0.083
H37 8.066062 0.705161 0.464777  0.077
C38 2.715144 0.048601 5.774350  -0.103
C39 1.257259 -0.208368 5.376811  -0.229
C40 1.079521 -0.139788 3.921514  -0.224
N6 0.980247 -0.071572 2.777236  0.193
H38 2.818037 0.029952 6.859791  0.065
H39 3.048323 1.018553 5.408179  0.073
H40 3.369982 -0.712349 5.349799  0.077
H41 0.598658 0.527994 5.835932  0.109
H42 0.933435 -1.193739 5.711468  0.109
C41 -1.649643 -4.810244 0.490397  -0.013
N7 -2.784536 -3.909586 0.619775  -0.056
C42 -3.018206 -3.081162 1.666805  -0.771
Se1 -2.246161 -3.116977 3.329560  0.553
N8 -4.101155 -2.337269 1.342684  0.119
C43 -4.617744 -2.726466 0.111401  -0.172
C44 -5.776005 -2.382194 -0.558729  -0.020
C45 -6.064914 -3.091472 -1.712261  -0.104
C46 -5.204005 -4.081044 -2.191821  -0.095
C47 -4.029118 -4.399463 -1.532300  0.002
C48 -3.765544 -3.719203 -0.357615  -0.146
H43 -1.174367 -4.898122 1.461725  0.042
H44 -0.926493 -4.419209 -0.227639  0.087
H45 -2.014126 -5.786617 0.171667  0.089
H46 -4.400751 -1.558544 1.904935  0.089
H47 -6.432298 -1.603235 -0.187365  0.112
H48 -6.964513 -2.853626 -2.267443  0.099
H49 -5.449628 -4.601429 -3.109241  0.101
H50 -3.342925 -5.142856 -1.922928  0.118

Atoms 1-3, force components in eV/Å:
Cs -0.0653 0.7065 0.2733
C 0.0977 0.0778 -0.0115
O -0.2071 -0.1751 0.0577